(1)
{"formula": "HN2O4S2", "method": "ωB97M-V/def2-TZVPD", "elements": ["O", "N", "N", "O", "S", "O", "O", "S", "H"], "xyz": [[-1.3073, -2.2883, 1.6437], [-0.2280, -1.9201, 1.1628], [-0.2448, -0.8436, 0.4924], [1.0505, -0.3124, -0.0103], [0.4323, 1.1256, -0.7442], [-0.5809, 0.6257, -1.6489], [-0.1070, 1.8533, 0.3864], [1.9676, 1.9173, -1.5917], [-0.9825, -0.1575, 0.3100]], "forces_ev_per_a": [[0.04, 0.38, -0.31], [0.40, -0.42, 0.29], [1.96, 0.79, -0.66], [-2.68, -0.55, 0.58], [0.56, 0.82, -0.51], [0.02, -0.08, -0.03], [0.06, -0.09, 0.01], [0.18, -0.19, 0.12], [-0.54, -0.66, 0.51]], "homo_energy_ev": -5.17, "smiles": "O=NNOS(=O)(=O)[S-]", "charge": -1, "e_above_lowest_kcal_mol": 50.8, "molar_mass_g_mol": 157.15, "lumo_ev": 3.43}

(2)
{"formula": "HN3O3S", "method": "ωB97M-V/def2-TZVPD", "elements": ["O", "N", "S", "N", "N", "O", "O", "H"], "xyz": [[2.9718, -0.4624, -0.8437], [1.9248, 0.0548, -0.5969], [1.1171, -0.3019, 0.8824], [-0.2771, 0.6449, 0.5570], [-1.4362, -0.1367, -0.3019], [-2.5180, 0.3217, -0.1059], [-1.0013, -1.0204, -0.9738], [-0.7812, 0.9000, 1.3827]], "forces_ev_per_a": [[-0.82, 0.05, 0.84], [0.58, 0.67, -1.47], [-1.13, -0.13, 0.64], [-0.07, -1.47, -1.88], [2.46, 0.48, 1.69], [0.05, -0.31, -0.49], [-0.89, 0.43, -0.06], [-0.17, 0.26, 0.72]], "homo_energy_ev": -9.59, "smiles": "O=NSN[N+](=O)[O-]", "e_above_lowest_kcal_mol": 0.0, "molar_mass_g_mol": 123.09, "lumo_ev": -0.59}

(3)
{"formula": "HN3O5", "method": "ωB97M-V/def2-TZVPD", "elements": ["N", "N", "N", "O", "O", "O", "O", "O", "H"], "xyz": [[-1.0148, -0.5861, -0.3513], [-0.4777, -0.2354, 0.6954], [-0.6601, -0.1108, -1.7072], [-0.5732, -0.7213, 1.7369], [0.7054, 0.7490, 0.4975], [-1.1006, 0.8995, -2.0378], [0.0445, -0.8799, -2.2790], [1.4194, 0.9170, 1.6510], [1.6570, -0.0319, 1.7945]], "forces_ev_per_a": [[-1.96, -1.06, -0.74], [2.46, 1.43, -2.96], [2.40, -1.57, 2.49], [-0.49, -0.76, 3.35], [-1.02, 0.26, -1.56], [-1.75, 3.08, -1.16], [0.18, -0.68, -0.51], [-0.29, -1.63, 0.51], [0.47, 0.93, 0.58]], "homo_energy_ev": -11.34, "e_above_lowest_kcal_mol": 43.8, "molar_mass_g_mol": 123.02, "lumo_ev": -0.18}

(4)
{"formula": "HN4O3", "method": "ωB97M-V/def2-TZVPD", "elements": ["N", "N", "N", "N", "O", "O", "O", "H"], "xyz": [[-0.1407, 0.1801, 0.6165], [2.6771, 0.7654, -0.0008], [2.1429, -0.1225, 0.4040], [-1.1102, -0.4296, 0.4659], [-1.8724, -0.5387, -1.1615], [3.0605, 1.7824, -0.4673], [-1.9520, -0.9672, 1.1198], [-2.8051, -0.6701, -0.9767]], "forces_ev_per_a": [[3.42, 3.68, 1.77], [-1.11, -0.49, 0.17], [1.42, -0.81, 0.18], [-0.93, -2.24, -1.93], [-0.58, 0.38, -5.40], [0.78, 1.05, -0.43], [-2.72, -1.57, 4.75], [-0.27, 0.00, 0.88]], "homo_energy_ev": [-0.31, -3.91], "charge": -1, "s2": 2.01, "multiplicity": 3, "e_above_lowest_kcal_mol": 56.5, "molar_mass_g_mol": 105.03, "lumo_ev": [4.11, 3.10]}

(5)
{"formula": "HNO2", "method": "ωB97M-V/def2-TZVPD", "elements": ["N", "O", "O", "H"], "xyz": [[0.4306, -0.4060, 0.1571], [-0.9212, -0.2978, -0.0133], [-0.2312, 0.4477, 0.9244], [0.7218, 0.2561, -1.0682]], "forces_ev_per_a": [[3.38, 0.52, -5.64], [-3.31, -1.45, -0.77], [0.04, 2.76, 2.28], [-0.12, -1.83, 4.13]], "homo_energy_ev": -10.72, "e_above_lowest_kcal_mol": 122.9, "molar_mass_g_mol": 47.01, "lumo_ev": 0.39}

(6)
{"formula": "HNO2S2", "method": "ωB97M-V/def2-TZVPD", "elements": ["N", "O", "O", "S", "S", "H"], "xyz": [[0.3691, 0.3937, -0.8293], [-0.4237, 2.4081, 0.4797], [-0.1440, 0.2424, 1.5936], [-0.1381, -1.9293, -0.3087], [-0.1071, 1.0418, 0.4472], [0.4438, -2.1568, -1.3825]], "forces_ev_per_a": [[-0.83, -2.59, -0.32], [-0.16, 1.47, -0.15], [-0.59, -0.53, 2.45], [-0.64, 3.72, 2.16], [0.69, -1.35, -1.12], [1.53, -0.73, -3.02]], "homo_energy_ev": [-10.59, -10.55], "e_above_lowest_kcal_mol": 56.1, "molar_mass_g_mol": 111.15, "lumo_ev": [-3.01, -2.97]}

(7)
{"formula": "HNO2S2", "method": "ωB97M-V/def2-TZVPD", "elements": ["N", "O", "O", "S", "S", "H"], "xyz": [[-0.7593, -0.1882, 1.0527], [-0.8231, -1.1866, 1.7166], [-0.9296, 0.9704, 1.2020], [0.3692, -0.4269, -1.1289], [0.5131, 1.1788, -2.1522], [1.6297, -0.3475, -0.6902]], "forces_ev_per_a": [[0.54, -0.81, -0.30], [-0.21, 1.15, -0.09], [-0.40, -0.04, 0.81], [0.39, -0.88, -0.35], [-0.44, 1.16, -0.75], [0.14, -0.58, 0.67]], "homo_energy_ev": [-9.03, -9.32], "e_above_lowest_kcal_mol": 50.5, "molar_mass_g_mol": 111.15, "lumo_ev": [-1.40, -1.78]}

(8)
{"formula": "HNO3S", "method": "ωB97M-V/def2-TZVPD", "elements": ["N", "O", "O", "O", "S", "H"], "xyz": [[3.6487, -0.1750, 0.0660], [0.6171, 2.0251, -0.8283], [0.4633, -0.0866, 0.3767], [3.1376, -1.1856, 0.3671], [1.1808, 1.3141, 0.3384], [-0.1153, 0.0508, -0.4183]], "forces_ev_per_a": [[-1.36, -2.75, 0.78], [0.16, -0.18, 0.25], [-1.26, -0.89, -0.97], [1.53, 2.55, -0.80], [0.92, 2.15, 0.18], [0.02, -0.87, 0.57]], "homo_energy_ev": [-8.43, -9.02], "e_above_lowest_kcal_mol": 9.2, "molar_mass_g_mol": 95.08, "lumo_ev": [-0.20, -0.66]}

(9)
{"formula": "HNO5S3", "method": "ωB97M-V/def2-TZVPD", "elements": ["N", "O", "O", "O", "O", "O", "S", "S", "S", "H"], "xyz": [[-0.8141, -0.3978, -0.5687], [1.5823, 1.8487, 4.1444], [-2.0073, 0.9347, -2.5754], [3.2690, -0.0216, 3.5611], [-0.4158, -0.8647, -3.0242], [-2.4752, -1.3885, -1.8474], [0.3977, 0.5891, 0.0139], [2.3715, 1.0855, 3.1242], [-1.4429, -0.3657, -2.1406], [-0.4650, -1.4197, -0.6873]], "forces_ev_per_a": [[2.27, -1.62, -0.37], [0.28, -0.29, 0.60], [1.14, -1.25, 1.30], [0.14, -0.26, 0.78], [0.94, 0.03, -0.14], [0.35, 0.63, -0.81], [-0.05, 0.12, 0.04], [-0.37, 0.63, -1.24], [-3.94, 0.07, -1.33], [-0.76, 1.94, 1.16]], "homo_energy_ev": [-2.30, 0.81], "charge": -2, "e_above_lowest_kcal_mol": 0.0, "molar_mass_g_mol": 191.21, "lumo_ev": [5.96, 4.99]}

(10)
{"formula": "HNOS2", "method": "ωB97M-V/def2-TZVPD", "elements": ["N", "O", "S", "S", "H"], "xyz": [[-0.2532, 0.7293, -0.3395], [0.6715, -0.4523, -2.1889], [-0.8719, 0.1526, 1.6483], [0.0079, -0.6417, -0.9465], [0.4458, 0.2121, 1.8265]], "forces_ev_per_a": [[-1.43, -0.60, 3.49], [0.72, -0.40, -1.75], [0.98, 0.91, -3.32], [-0.39, 0.15, 0.97], [0.12, -0.06, 0.60]], "homo_energy_ev": -10.43, "e_above_lowest_kcal_mol": 10.8, "molar_mass_g_mol": 95.15, "lumo_ev": -1.40}

(11)
{"formula": "HO", "method": "ωB97M-V/def2-TZVPD", "elements": ["O", "H"], "xyz": [[0.1264, -0.0594, -0.0512], [-0.7138, 0.3353, 0.2888]], "forces_ev_per_a": [[-0.92, 0.43, 0.37], [0.92, -0.43, -0.37]], "homo_energy_ev": -1.74, "smiles": "[OH-]", "charge": -1, "e_above_lowest_kcal_mol": 0.3, "molar_mass_g_mol": 17.01, "lumo_ev": 6.63}

(12)
{"formula": "HO", "method": "ωB97M-V/def2-TZVPD", "elements": ["O", "H"], "xyz": [[-0.2537, 0.2100, -0.3657], [0.2537, -0.2100, 0.3657]], "forces_ev_per_a": [[0.46, -0.38, 0.67], [-0.46, 0.38, -0.67]], "homo_energy_ev": -1.74, "smiles": "[OH-]", "charge": -1, "e_above_lowest_kcal_mol": 0.2, "molar_mass_g_mol": 17.01, "lumo_ev": 6.63}

(13)
{"formula": "HO2PS", "method": "ωB97M-V/def2-TZVPD", "elements": ["O", "O", "P", "S", "H"], "xyz": [[2.7857, -0.0527, -0.2294], [-0.3461, 0.5536, -0.3054], [1.6593, -0.8061, 0.2294], [-1.7473, 0.7593, 0.2849], [-2.3515, -0.4541, 0.0205]], "forces_ev_per_a": [[1.63, 1.13, -0.67], [1.47, -0.50, -0.07], [-2.63, -0.53, 0.48], [-0.59, -0.55, 0.12], [0.13, 0.45, 0.15]], "homo_energy_ev": [-8.92, -7.12], "e_above_lowest_kcal_mol": 62.9, "molar_mass_g_mol": 96.05, "lumo_ev": [-0.92, -1.96]}

(14)
{"formula": "HO2PS", "method": "ωB97M-V/def2-TZVPD", "elements": ["O", "O", "P", "S", "H"], "xyz": [[1.2811, 0.6472, 0.0218], [-1.2686, -0.4597, 0.7369], [1.0289, 0.2833, -1.4164], [-0.5400, -0.4877, 2.0099], [-0.5015, 0.0169, -1.3522]], "forces_ev_per_a": [[0.25, -0.25, -1.49], [-0.59, -0.10, -0.46], [-1.49, 0.16, 1.70], [0.31, -0.02, 0.72], [1.52, 0.21, -0.47]], "homo_energy_ev": [-9.01, -9.76], "s2": 2.01, "multiplicity": 3, "e_above_lowest_kcal_mol": 0.0, "molar_mass_g_mol": 96.05, "lumo_ev": [-1.14, -1.22]}

(15)
{"formula": "HO2PS", "method": "ωB97M-V/def2-TZVPD", "elements": ["O", "O", "P", "S", "H"], "xyz": [[1.6969, -0.6345, 1.1322], [1.6517, 1.1509, -0.4994], [0.5969, 0.7229, 0.7346], [2.5714, -0.3054, -0.3757], [-0.1816, 0.1901, -0.3425]], "forces_ev_per_a": [[-1.57, 2.74, -2.47], [0.72, -1.06, 1.18], [-0.01, -0.53, 0.72], [1.38, -0.54, -0.21], [-0.52, -0.61, 0.78]], "homo_energy_ev": [-7.37, -10.14], "s2": 2.01, "multiplicity": 3, "e_above_lowest_kcal_mol": 25.2, "molar_mass_g_mol": 96.05, "lumo_ev": [0.51, -2.25]}

(16)
{"formula": "HO3S2", "method": "ωB97M-V/def2-TZVPD", "elements": ["O", "O", "O", "S", "S", "H"], "xyz": [[1.9595, -0.2059, -0.6274], [0.9980, 1.7143, 0.4409], [-2.1292, -1.0341, 0.7491], [-1.0365, -0.9725, -0.3132], [1.2686, 0.2747, 0.5673], [-1.0604, 0.2234, -0.8167]], "forces_ev_per_a": [[0.45, -0.44, 0.27], [-0.23, -0.51, 0.69], [-0.36, -0.03, 0.02], [0.96, -1.24, 1.28], [-0.63, 0.49, -1.46], [-0.18, 1.73, -0.79]], "homo_energy_ev": [-2.89, -2.89], "charge": -1, "e_above_lowest_kcal_mol": 14.6, "molar_mass_g_mol": 113.14, "lumo_ev": [3.64, 3.64]}

(17)
{"formula": "HO3S3", "method": "ωB97M-V/def2-TZVPD", "elements": ["O", "O", "O", "S", "S", "S", "H"], "xyz": [[-0.6451, -0.1387, -1.5692], [0.1622, -1.3816, 0.4058], [0.0786, 0.9889, 0.6475], [-2.3834, -0.1249, 0.7739], [1.6826, 1.0807, 0.1778], [-0.6754, -0.2888, -0.1269], [1.7804, -0.1356, -0.3089]], "forces_ev_per_a": [[0.09, 0.36, 0.67], [-0.86, 0.32, -1.06], [0.29, 0.27, -0.98], [-0.47, -0.09, -0.33], [0.45, 1.37, 0.30], [0.27, -1.42, 1.54], [0.23, -0.81, -0.15]], "homo_energy_ev": -4.48, "charge": -1, "e_above_lowest_kcal_mol": 29.3, "molar_mass_g_mol": 145.21, "lumo_ev": 3.29}

(18)
{"formula": "HO5S2", "method": "ωB97M-V/def2-TZVPD", "elements": ["O", "O", "O", "O", "O", "S", "S", "H"], "xyz": [[-2.7452, -0.1018, -0.9807], [-2.4312, -0.9183, 1.2575], [2.3365, 0.3594, 0.5174], [0.0881, -0.8847, -0.3266], [2.7805, -1.3853, -1.0887], [-2.1102, -1.1332, -0.1597], [2.0333, -1.0179, 0.1164], [0.3583, -0.0640, -0.6854]], "forces_ev_per_a": [[0.94, -0.68, 0.00], [0.82, -0.55, -1.15], [-0.70, -0.16, -0.25], [0.42, -0.99, 0.29], [-0.90, 0.06, -0.04], [-1.70, 1.01, 1.14], [1.65, -0.72, 1.01], [-0.54, 2.03, -0.99]], "homo_energy_ev": -5.24, "charge": -1, "e_above_lowest_kcal_mol": 12.8, "molar_mass_g_mol": 145.14, "lumo_ev": 3.41}

(19)
{"formula": "Hg2I", "method": "ωB97M-V/def2-TZVPD", "elements": ["Hg", "Hg", "I"], "xyz": [[14.4785, -17.9561, 12.1725], [16.0447, -13.6695, 17.6675], [14.8936, -13.8196, 13.5894]], "forces_ev_per_a": [[0.00, 0.40, 0.00], [-0.15, 0.12, -0.53], [0.15, -0.52, 0.53]], "homo_energy_ev": -21.87, "charge": 3, "e_above_lowest_kcal_mol": 61.9, "molar_mass_g_mol": 528.08, "lumo_ev": -17.91}

(20)
{"formula": "Hg4O22P4V3", "method": "ωB97M-V/def2-TZVPD", "elements": ["Hg", "Hg", "Hg", "Hg", "O", "V", "O", "O", "V", "O", "O", "V", "O", "P", "O", "O", "O", "O", "P", "O", "O", "O", "O", "P", "O", "O", "O", "O", "P", "O", "O", "O", "O"], "xyz": [[-2.1181, 0.9261, -1.3322], [-1.6994, -2.2365, -0.1582], [1.1535, -3.3877, 1.1608], [-0.2900, -0.3762, 2.6314], [3.0860, 0.7089, -3.4611], [1.8801, 0.6767, -2.5296], [0.4612, 0.4730, -3.1671], [3.8977, 2.9336, 1.0356], [2.5804, 2.1421, 0.4224], [1.3449, 2.1764, 1.1552], [2.2675, -2.5563, -3.1748], [1.0512, -3.5708, -2.8577], [-0.0621, -3.0271, -3.8238], [1.0244, -0.5691, -0.3451], [2.3411, 0.3196, -0.5234], [-0.3660, 0.1533, -0.0602], [0.9856, -1.2257, 1.0789], [0.5635, -1.7596, -1.3360], [-0.9666, -2.9494, 3.4838], [0.5129, -2.4272, 3.4460], [-0.9638, -2.8950, 1.9386], [-1.7254, -1.6687, 3.5837], [-1.4019, -4.3168, 3.8095], [-2.9167, 0.8516, 1.5649], [-2.0065, 1.5979, 2.6452], [-2.1405, -0.4797, 1.3784], [-2.6785, 1.8541, 0.4114], [-4.4643, 0.5083, 1.5481], [0.2178, 3.6131, -1.7569], [0.1189, 4.1421, -0.3310], [0.1378, 4.8528, -2.5432], [-1.2333, 2.8049, -1.9145], [1.4085, 2.7112, -1.9792]], "forces_ev_per_a": [[1.31, 0.21, -0.45], [0.01, 0.00, 1.35], [-1.03, -1.01, 0.52], [-0.57, 1.11, 0.95], [1.71, -0.21, -2.30], [-2.53, 2.99, 2.43], [0.16, -0.60, -1.21], [-2.84, -1.54, -0.37], [7.58, 0.91, -6.09], [-6.03, 0.76, 5.64], [-0.97, -2.39, 0.44], [0.59, 5.25, 0.31], [0.30, -1.33, 0.75], [-6.89, -2.88, 3.55], [-0.33, -0.28, -1.18], [3.22, 1.22, -3.04], [3.81, 0.78, -1.26], [2.49, 1.44, -0.13], [0.71, -0.53, -0.45], [2.54, -0.92, 2.19], [0.06, -2.26, -7.85], [-3.00, 1.62, 3.89], [0.21, -0.11, 1.87], [-2.28, -1.10, 1.89], [-1.56, -1.05, -0.83], [-1.31, -0.19, -1.31], [-0.25, 1.18, 0.05], [3.46, 1.34, 0.58], [-6.15, -0.43, 1.61], [0.81, -0.52, 0.81], [0.41, 0.85, -1.66], [2.93, 1.15, -1.10], [3.40, -3.47, 0.44]], "homo_energy_ev": -5.71, "charge": -1, "molar_mass_g_mol": 1431.07, "lumo_ev": -2.81}